Entry 1:
ORCA calculation (wB97M-V/def2-TZVPD) on a molecular structure, C6H19O7Zn.

```
33
Properties=species:S:1:pos:R:3
Zn -0.352 0.713 -0.086
O -2.222 1.239 0.080
H -2.983 0.719 -0.246
C -0.240 2.483 -2.257
C 0.686 3.204 -1.210
O 0.240 2.784 0.018
O -0.287 1.069 -2.029
H 0.041 2.606 -3.303
H -1.267 2.848 -2.261
H 0.502 4.273 -1.310
H 1.763 3.139 -1.361
H -0.173 3.537 0.447
H -0.168 0.687 -2.901
C -0.860 -2.628 0.660
C -0.630 -3.863 -0.187
O -1.709 -4.115 -1.096
O -0.767 -1.366 -0.063
H -0.159 -2.719 1.490
H -1.883 -2.725 1.026
H -0.490 -4.727 0.463
H 0.329 -3.741 -0.691
H -2.420 -4.559 -0.629
H -1.300 -1.541 -0.842
C 2.086 0.591 1.309
C 1.163 0.006 2.357
O -0.171 0.486 2.043
O 1.707 0.163 0.028
H 3.110 0.228 1.404
H 2.030 1.680 1.314
H 1.487 0.301 3.355
H 1.206 -1.075 2.229
H -0.801 0.201 2.710
H 2.531 0.102 -0.460
```

As for the expectation value of S²: 0.7536. For the electronic energy, the calculation gives -69261.795 eV. As for the spin multiplicity: 2. For the frontier orbital gap (spin up / spin down), the calculation gives 0.3781 / 0.1865 hartree. For the HOMO energy (spin up / spin down), the calculation gives -16.58 / -16.57 eV. The total charge is +2.

So, what does the Mulliken scheme give us? The charges, in e, come out as:
1. Zn 0.70
2. O -0.20
3. H 0.33
4. C -0.47
5. C -0.46
6. O -0.32
7. O -0.27
8. H 0.49
9. H 0.28
10. H 0.45
11. H 0.25
12. H 0.30
13. H 0.36
14. C -0.19
15. C -0.78
16. O -0.49
17. O -0.38
18. H 0.29
19. H 0.27
20. H 0.41
21. H 0.35
22. H 0.34
23. H 0.30
24. C -0.53
25. C -0.30
26. O -0.49
27. O -0.31
28. H 0.56
29. H 0.23
30. H 0.50
31. H 0.13
32. H 0.31
33. H 0.32

---

Entry 2:
ORCA calculation (wB97M-V/def2-TZVPD) on a molecular structure, C6H20AlN3O3P.

```
34
Properties=species:S:1:pos:R:3
N -1.062 -1.369 1.620
P 0.048 -0.680 2.618
Al -0.447 -1.196 4.870
O 0.752 -2.500 5.590
H -0.590 -1.999 0.936
H -0.080 0.753 2.435
H 1.369 -1.137 2.254
H -0.429 0.133 5.778
H -1.949 -1.718 4.886
H 0.603 -3.395 5.134
C -1.353 -3.165 -2.123
O -1.340 -2.997 -0.910
N -0.328 -2.842 -2.986
C -0.422 -3.073 -4.412
C 0.883 -2.252 -2.451
H -2.225 -3.606 -2.634
H 0.383 -3.749 -4.714
H -0.315 -2.118 -4.933
H -1.384 -3.520 -4.676
H 1.323 -2.941 -1.724
H 0.629 -1.318 -1.942
H 1.601 -2.053 -3.251
C 1.199 4.265 -1.162
O 1.019 3.834 -2.294
N 0.448 3.939 -0.053
C 0.727 4.494 1.255
C -0.655 3.012 -0.199
H 2.011 4.977 -0.939
H 0.948 3.676 1.946
H -0.154 5.041 1.602
H 1.582 5.175 1.219
H -0.272 2.060 -0.579
H -1.369 3.418 -0.921
H -1.153 2.851 0.761
```

For the electronic energy, the calculation gives -33045.623 eV. As for the spin multiplicity: 1. For the frontier orbital gap, the calculation gives 0.2155 hartree. For the HOMO energy, the calculation gives -3.34 eV. The total charge is -1.

So, what does the Mulliken scheme give us? The charges, in e, come out as:
1. N -0.65
2. P 0.31
3. Al 0.18
4. O -0.67
5. H 0.14
6. H -0.14
7. H 0.02
8. H -0.20
9. H -0.17
10. H 0.25
11. C 0.08
12. O -0.52
13. N 0.13
14. C -0.92
15. C -0.85
16. H 0.22
17. H 0.32
18. H 0.33
19. H 0.29
20. H 0.28
21. H 0.23
22. H 0.37
23. C 0.12
24. O -0.59
25. N 0.15
26. C -0.89
27. C -0.92
28. H 0.26
29. H 0.32
30. H 0.32
31. H 0.29
32. H 0.26
33. H 0.29
34. H 0.38

---

Entry 3:
ORCA calculation (wB97M-V/def2-TZVPD) on a molecular structure, C6H20B2Br4ClN2O5PSi2.

```
43
Properties=species:S:1:pos:R:3
C 3.291 1.926 1.225
C 3.087 1.724 -0.281
C 2.119 2.719 -0.921
O 0.793 2.181 -1.036
Si 0.225 1.365 -2.321
Br 1.832 0.244 -3.400
O -0.887 0.296 -1.861
Si -1.027 -0.491 -0.369
B -2.651 0.184 0.642
N -3.236 -0.698 1.664
O -3.180 1.429 0.350
B -1.115 -2.517 -0.682
O -2.352 -3.027 -1.005
N 0.009 -3.443 -0.629
C 1.136 -3.030 0.197
C 0.450 -3.805 -1.983
P -0.541 2.915 -3.824
O -0.435 2.111 -5.246
Cl -2.542 2.757 -3.331
H 4.293 1.615 1.524
H 2.597 1.314 1.802
H 3.160 2.968 1.517
H 2.701 0.719 -0.462
H 4.039 1.770 -0.812
H 2.475 3.078 -1.890
H 2.019 3.599 -0.283
H 0.160 -0.183 0.482
H -3.231 -0.229 2.569
H -4.211 -0.887 1.442
H -2.965 2.157 0.945
H -2.493 -3.895 -0.601
H 0.783 -2.581 1.125
H 1.795 -2.312 -0.313
H 1.739 -3.900 0.470
H 1.189 -3.090 -2.364
H 0.900 -4.802 -1.988
H -0.400 -3.838 -2.664
H -0.593 1.158 -5.195
C -1.841 0.974 5.591
Br -0.149 0.374 6.267
Br -1.613 2.017 3.987
Br -3.053 -0.493 5.329
H -2.277 1.627 6.334
```

For the electronic energy, the calculation gives -338861.514 eV. As for the spin multiplicity: 1. For the frontier orbital gap, the calculation gives 0.2957 hartree. For the HOMO energy, the calculation gives -8.39 eV.

So, what does the Mulliken scheme give us? The charges, in e, come out as:
1. C -1.20
2. C 0.32
3. C -0.72
4. O -0.21
5. Si 0.22
6. Br -0.32
7. O 0.29
8. Si 0.13
9. B 0.58
10. N -0.48
11. O -0.50
12. B 0.79
13. O -0.53
14. N -0.27
15. C -0.93
16. C -0.95
17. P 0.09
18. O -0.42
19. Cl -0.22
20. H 0.35
21. H 0.26
22. H 0.32
23. H -0.22
24. H 0.34
25. H 0.30
26. H 0.40
27. H -0.23
28. H 0.03
29. H 0.20
30. H 0.26
31. H 0.30
32. H 0.33
33. H 0.22
34. H 0.28
35. H 0.22
36. H 0.33
37. H 0.33
38. H 0.32
39. C -0.33
40. Br 0.00
41. Br -0.02
42. Br -0.03
43. H 0.36

---

Entry 4:
ORCA calculation (wB97M-V/def2-TZVPD) on a molecular structure, C6H20BrFe2O5.

```
34
Properties=species:S:1:pos:R:3
Fe -0.468 1.664 -0.217
Fe 1.128 3.366 -1.993
O 0.931 3.184 -0.139
H 1.005 3.716 0.658
O -0.264 2.129 -2.256
H -0.698 1.536 -2.878
Br -2.573 2.998 0.338
C -2.154 -1.896 -2.220
C -2.443 -0.488 -1.786
O -1.732 -0.160 -0.541
H -2.489 -2.593 -1.444
H -1.092 -2.074 -2.376
H -2.719 -2.144 -3.118
H -3.505 -0.348 -1.607
H -2.124 0.175 -2.588
H -2.335 -0.435 0.158
C 2.676 -1.617 -0.028
C 1.360 -1.194 -0.645
O 1.166 0.257 -0.467
H 3.538 -1.083 -0.441
H 2.876 -2.683 -0.152
H 2.680 -1.439 1.050
H 0.533 -1.647 -0.110
H 1.306 -1.379 -1.715
H 1.863 0.701 -0.962
C 0.507 -0.728 3.141
C 0.671 0.672 2.605
O -0.488 1.154 1.895
H -0.241 -0.820 3.923
H 1.467 -1.054 3.555
H 0.278 -1.439 2.339
H 1.566 0.805 2.006
H 0.862 1.310 3.483
H -1.088 1.555 2.534
```

As for the expectation value of S²: 20.0206. For the electronic energy, the calculation gives -155595.694 eV. As for the spin multiplicity: 9. For the frontier orbital gap (spin up / spin down), the calculation gives 0.2258 / 0.2116 hartree. The energy above the lowest of the compared OMol25 structures with the same formula, charge and spin is 27.2 kJ/mol. For the HOMO energy (spin up / spin down), the calculation gives -11.31 / -11.24 eV. The total charge is +1.

So, what does the Mulliken scheme give us? The charges, in e, come out as:
1. Fe 0.99
2. Fe 1.12
3. O -0.71
4. H 0.17
5. O -0.65
6. H 0.09
7. Br -0.61
8. C -1.07
9. C -0.15
10. O -0.13
11. H 0.31
12. H 0.19
13. H 0.41
14. H 0.33
15. H 0.10
16. H 0.21
17. C -1.15
18. C -0.30
19. O 0.03
20. H 0.35
21. H 0.39
22. H 0.21
23. H 0.22
24. H 0.35
25. H 0.14
26. C -1.15
27. C -0.15
28. O -0.33
29. H 0.37
30. H 0.35
31. H 0.20
32. H 0.22
33. H 0.39
34. H 0.25

---

Entry 5:
ORCA calculation (wB97M-V/def2-TZVPD) on a molecular structure, C6H20CaO4.

```
31
Properties=species:S:1:pos:R:3
Ca -27.327 -9.102 6.992
C -25.177 -8.363 9.561
O -25.820 -9.438 8.887
H -24.765 -8.684 10.518
H -24.369 -8.013 8.918
H -25.836 -7.505 9.693
H -25.236 -10.144 9.173
C -24.765 -7.886 5.344
O -25.597 -7.565 6.392
H -23.723 -7.754 5.635
H -24.951 -8.875 4.924
H -25.049 -7.217 4.532
H -25.305 -6.804 6.899
C -27.943 -7.567 4.016
O -28.298 -8.563 4.934
H -27.157 -6.882 4.332
H -27.504 -8.066 3.153
H -28.851 -7.112 3.618
H -28.982 -9.024 4.442
C -30.404 -11.987 6.576
C -30.259 -10.703 7.472
C -31.229 -10.561 8.628
O -28.874 -10.567 7.877
H -30.256 -12.922 7.116
H -29.650 -11.982 5.789
H -31.442 -12.094 6.261
H -30.496 -9.872 6.807
H -31.136 -11.422 9.291
H -32.264 -10.549 8.285
H -31.073 -9.643 9.195
H -28.770 -11.109 8.662
```

As for the expectation value of S²: 0.7504. For the electronic energy, the calculation gives -33168.225 eV. As for the spin multiplicity: 2. For the frontier orbital gap (spin up / spin down), the calculation gives 0.1692 / 0.4228 hartree. For the HOMO energy (spin up / spin down), the calculation gives -6.99 / -14.38 eV. The total charge is +1.

So, what does the Mulliken scheme give us? The charges, in e, come out as:
1. Ca 0.41
2. C -0.63
3. O -0.36
4. H 0.33
5. H 0.23
6. H 0.26
7. H 0.26
8. C -0.63
9. O -0.17
10. H 0.32
11. H 0.24
12. H 0.28
13. H 0.19
14. C -0.69
15. O -0.30
16. H 0.20
17. H 0.36
18. H 0.32
19. H 0.23
20. C -1.27
21. C 0.67
22. C -1.52
23. O -0.37
24. H 0.35
25. H 0.30
26. H 0.39
27. H 0.16
28. H 0.41
29. H 0.40
30. H 0.35
31. H 0.27

---

Entry 6:
ORCA calculation (wB97M-V/def2-TZVPD) on a molecular structure, C6H20CrHgO13S2.

```
43
Properties=species:S:1:pos:R:3
Hg 0.021 -2.612 -0.037
Cr -0.094 -1.717 -3.099
S -2.803 -2.887 -2.069
O -3.379 -4.159 -2.379
O -2.007 -2.968 -0.852
O -1.933 -2.455 -3.130
O -3.912 -1.928 -1.831
S 3.102 -2.307 0.143
O 3.302 -3.473 -0.657
O 2.662 -1.338 -0.877
O 1.884 -2.499 0.960
O 4.286 -1.799 0.860
O 0.878 -3.267 -2.149
H 0.854 -4.241 -2.230
O -0.350 -0.757 -1.357
H 0.325 -0.077 -1.163
C 2.647 3.235 -1.257
C 1.545 4.275 -1.344
O 2.192 5.544 -1.280
H 3.431 3.277 -2.013
H 2.057 2.318 -1.273
H 3.168 3.238 -0.300
H 0.780 4.081 -0.592
H 1.065 4.183 -2.318
H 2.750 5.555 -2.061
C -2.121 2.888 0.358
C -1.727 1.435 0.865
O -2.323 0.386 0.043
H -3.048 3.195 0.843
H -2.327 2.800 -0.709
H -1.341 3.622 0.557
H -2.046 1.223 1.886
H -0.648 1.347 0.744
H -1.708 0.066 -0.621
C -0.137 -2.216 3.841
C -0.905 -1.135 2.997
O -1.053 -1.532 1.673
H -0.364 -3.267 3.659
H -0.115 -2.092 4.924
H 0.905 -2.044 3.570
H -0.275 -0.246 3.016
H -1.849 -0.874 3.476
H -1.390 -0.778 1.184
```

As for the expectation value of S²: 6.0136. For the electronic energy, the calculation gives -87429.630 eV. As for the spin multiplicity: 5. For the frontier orbital gap (spin up / spin down), the calculation gives 0.1977 / 0.1934 hartree. For the HOMO energy (spin up / spin down), the calculation gives -1.40 / -1.40 eV. The total charge is -2.

So, what does the Mulliken scheme give us? The charges, in e, come out as:
1. Hg 1.85
2. Cr 0.80
3. S 1.21
4. O -0.72
5. O -0.69
6. O -0.84
7. O -0.75
8. S 1.01
9. O -0.68
10. O -0.73
11. O -0.69
12. O -0.71
13. O -0.60
14. H 0.08
15. O -0.37
16. H -0.01
17. C -0.77
18. C 0.03
19. O -0.54
20. H 0.38
21. H 0.09
22. H 0.26
23. H 0.02
24. H 0.23
25. H 0.32
26. C -1.24
27. C -0.13
28. O -0.52
29. H 0.34
30. H 0.32
31. H 0.28
32. H 0.33
33. H 0.28
34. H 0.30
35. C -1.22
36. C -0.28
37. O -0.44
38. H 0.27
39. H 0.36
40. H 0.25
41. H 0.32
42. H 0.32
43. H 0.30

---

Entry 7:
ORCA calculation (wB97M-V/def2-TZVPD) on a molecular structure, C6H20FInO4S2.

```
34
Properties=species:S:1:pos:R:3
In -13.272 -14.397 30.914
F -11.003 -13.986 32.595
C -7.855 -14.392 34.318
O -8.906 -13.466 34.314
H -7.593 -14.653 33.292
H -6.935 -13.994 34.747
H -8.129 -15.327 34.806
H -9.628 -13.779 33.765
C -9.880 -17.841 32.462
O -9.654 -17.999 31.124
H -10.655 -18.574 32.685
H -8.949 -17.976 33.013
H -10.150 -16.804 32.661
H -10.412 -17.692 30.621
C -9.364 -14.782 29.644
S -10.097 -14.132 27.998
O -11.392 -13.594 28.627
C -9.009 -12.771 27.615
H -10.063 -15.524 30.029
H -9.417 -13.838 30.185
H -8.437 -15.354 29.624
H -8.090 -13.275 27.316
H -8.745 -12.403 28.606
H -9.454 -11.991 26.997
C -10.257 -10.843 32.443
S -10.538 -10.919 30.635
O -11.754 -11.831 30.537
C -11.078 -9.179 30.521
H -11.178 -10.936 33.019
H -9.718 -9.924 32.672
H -9.686 -11.698 32.806
H -11.903 -8.933 31.189
H -11.360 -9.006 29.483
H -10.221 -8.512 30.621
```

As for the expectation value of S²: 0.7590. For the electronic energy, the calculation gives -44285.987 eV. As for the spin multiplicity: 2. For the frontier orbital gap (spin up / spin down), the calculation gives 0.2949 / 0.1393 hartree. For the HOMO energy (spin up / spin down), the calculation gives -11.60 / -11.60 eV. The total charge is +1.

So, what does the Mulliken scheme give us? The charges, in e, come out as:
1. In 0.92
2. F -0.83
3. C -0.55
4. O -0.51
5. H 0.19
6. H 0.28
7. H 0.24
8. H 0.31
9. C -0.36
10. O -0.49
11. H 0.27
12. H 0.20
13. H 0.12
14. H 0.28
15. C -0.19
16. S 0.45
17. O -0.42
18. C -0.71
19. H -0.18
20. H 0.10
21. H 0.45
22. H 0.40
23. H 0.17
24. H 0.37
25. C -0.83
26. S 0.65
27. O -0.35
28. C -1.14
29. H 0.37
30. H 0.45
31. H 0.14
32. H 0.37
33. H 0.39
34. H 0.44

---

Entry 8:
ORCA calculation (wB97M-V/def2-TZVPD) on a molecular structure, C6H20HgO6.

```
33
Properties=species:S:1:pos:R:3
Hg 0.152 0.325 -0.352
C 2.727 2.958 5.176
C 1.616 2.420 4.200
O 1.777 2.409 2.806
H 3.050 3.975 4.950
H 3.576 2.295 5.012
H 2.371 3.077 6.199
H 0.779 3.108 4.318
H 1.191 1.481 4.557
C -2.947 -0.433 -5.692
C -3.010 -0.422 -4.112
O -2.057 -1.127 -3.328
H -3.464 -1.214 -6.249
H -1.881 -0.325 -5.895
H -3.422 0.502 -5.992
H -4.027 -0.546 -3.740
H -2.931 0.633 -3.848
C 0.588 -3.289 1.922
C 1.342 -3.645 0.649
O 1.915 -2.545 -0.011
O -0.384 -2.175 1.718
H 1.234 -2.992 2.748
H -0.029 -4.093 2.324
H 0.555 -4.060 0.019
H 2.127 -4.367 0.871
H 2.504 -2.847 -0.706
H -1.208 -2.662 1.793
O -2.864 2.200 0.105
H -2.872 3.077 0.489
H -3.496 2.247 -0.613
O 2.208 1.836 -2.793
H 2.142 1.566 -3.709
H 2.738 2.633 -2.815
```

For the electronic energy, the calculation gives -22995.763 eV. As for the spin multiplicity: 1. For the frontier orbital gap, the calculation gives 0.0795 hartree. The energy above the lowest of the compared OMol25 structures with the same formula, charge and spin is 622.3 kJ/mol. For the HOMO energy, the calculation gives -6.80 eV.

So, what does the Mulliken scheme give us? The charges, in e, come out as:
1. Hg 0.40
2. C -0.89
3. C -0.24
4. O -0.46
5. H 0.27
6. H 0.25
7. H 0.33
8. H 0.24
9. H 0.31
10. C -0.89
11. C -0.28
12. O -0.48
13. H 0.28
14. H 0.27
15. H 0.30
16. H 0.33
17. H 0.23
18. C -0.55
19. C -0.26
20. O -0.47
21. O -0.47
22. H 0.27
23. H 0.38
24. H 0.21
25. H 0.31
26. H 0.30
27. H 0.29
28. O -0.60
29. H 0.31
30. H 0.30
31. O -0.57
32. H 0.30
33. H 0.30